P | 2 unconnected molecules or ions with the total composition C3H13N2O, computed with ωB97M-V with the def2-TZVPD basis set.

Summary:
Charge: +1
Gap between HOMO and LUMO: 11.03 eV

Last column: natural (NBO) charge in e.
Cartesian coordinates (Å):
C  1.149  0.509  0.484  -0.210
C  -0.187  0.661  1.244  -0.421
C  -0.621  -0.614  1.988  -0.228
N  -0.926  -1.713  1.061  -0.881
N  0.920  -0.409  -0.689  -0.718
H  1.841  -0.050  1.103  0.215
H  1.604  1.419  0.096  0.236
H  -0.941  0.872  0.479  0.208
H  -0.064  1.483  1.916  0.249
H  0.158  -0.891  2.704  0.207
H  -1.507  -0.344  2.564  0.206
H  -1.873  -1.619  0.698  0.381
H  -0.913  -2.629  1.500  0.395
H  1.746  -0.736  -1.181  0.430
H  0.338  -1.226  -0.372  0.472
H  0.434  0.065  -1.469  0.452
H  -0.750  2.201  -3.512  0.496
H  -0.113  0.949  -4.034  0.483
O  -0.284  1.409  -3.200  -0.973

---

Q | 2 unconnected molecules or ions with the total composition C3H13N2O, computed with ωB97M-V with the def2-TZVPD basis set.

Summary:
Charge: +1
Gap between HOMO and LUMO: 11.30 eV

Last column: natural (NBO) charge in e.
Cartesian coordinates (Å):
C  -1.228  0.791  -0.702  -0.275
N  -1.174  1.927  0.299  -0.872
C  0.044  -0.002  -0.591  -0.221
N  0.535  -0.092  0.812  -0.519
C  -0.239  -1.010  1.717  -0.425
H  -1.252  1.273  -1.685  0.237
H  -2.237  0.422  -0.526  0.218
H  -1.545  2.796  -0.052  0.398
H  -1.835  1.681  1.023  0.362
H  0.825  0.597  -1.045  0.253
H  -0.097  -1.027  -0.926  0.226
H  1.524  -0.317  0.790  0.447
H  0.282  0.853  1.159  0.466
H  0.093  -2.014  1.421  0.228
H  -1.310  -0.898  1.574  0.232
H  0.071  -0.844  2.741  0.241
H  1.975  -1.943  -2.055  0.479
H  3.257  -1.146  -2.042  0.490
O  2.309  -1.047  -1.914  -0.963

---

Energies relative to the most stable structure are P 0.0; Q 22.2, reported in kcal/mol.

---

P | 2 unconnected molecules or ions with the total composition C3H13N2O, computed with ωB97M-V with the def2-TZVPD basis set.

Summary:
Charge: +1
Gap between HOMO and LUMO: 10.58 eV

Last column: natural (NBO) charge in e.
Cartesian coordinates (Å):
N  -0.576  -0.363  -1.312  -0.671
C  0.861  0.069  -0.859  -0.213
C  0.806  1.543  -0.374  -0.254
N  -0.387  1.612  0.566  -0.668
C  -0.272  0.830  1.889  -0.457
H  -1.067  -0.037  -0.539  0.440
H  -0.897  0.165  -2.055  0.422
H  -0.822  -1.298  -1.275  0.456
H  1.086  -0.649  0.001  0.244
H  1.363  0.012  -1.791  0.234
H  1.677  1.755  0.225  0.220
H  0.498  2.241  -1.056  0.223
H  -0.350  2.554  1.019  0.384
H  0.654  1.259  2.442  0.204
H  -0.245  -0.278  1.667  0.180
H  -1.232  1.028  2.515  0.242
H  -0.781  -3.857  -0.902  0.498
H  0.089  -3.481  0.278  0.495
O  -0.403  -3.107  -0.439  -0.981

---

Q | 2 unconnected molecules or ions with the total composition C3H13N2O, computed with ωB97M-V with the def2-TZVPD basis set.

Summary:
Charge: +1
Gap between HOMO and LUMO: 10.35 eV

Last column: natural (NBO) charge in e.
Cartesian coordinates (Å):
C  -0.490  0.470  0.501  -0.219
C  0.967  1.055  0.394  -0.425
C  2.069  -0.021  0.419  -0.235
N  1.991  -0.785  -0.835  -0.901
N  -0.754  -0.850  -0.232  -0.712
H  -0.670  0.068  1.527  0.224
H  -1.189  1.237  0.048  0.257
H  1.280  1.762  1.160  0.261
H  1.104  1.525  -0.665  0.206
H  2.051  -0.651  1.309  0.208
H  2.995  0.608  0.400  0.201
H  2.658  -1.593  -0.844  0.393
H  0.060  -1.534  -0.390  0.480
H  2.178  -0.215  -1.656  0.381
H  -1.560  -1.359  0.128  0.442
H  -0.975  -0.534  -1.204  0.435
H  -4.298  0.870  0.328  0.503
H  -3.899  -0.324  -0.510  0.474
O  -3.519  0.271  0.122  -0.972

---

Energies relative to the most stable structure are P 19.8; Q 0.0, reported in kcal/mol.

---

P | 2 unconnected molecules or ions with the total composition C3H13N2O, computed with ωB97M-V with the def2-TZVPD basis set.

Summary:
Charge: +1
Gap between HOMO and LUMO: 11.18 eV

Last column: natural (NBO) charge in e.
Cartesian coordinates (Å):
C  0.188  0.724  1.278  -0.210
C  0.560  1.032  -0.164  -0.458
C  1.491  0.035  -0.853  -0.227
N  1.152  -1.404  -0.691  -0.862
N  -0.324  -0.695  1.378  -0.720
H  1.032  0.848  1.946  0.224
H  -0.665  1.305  1.617  0.227
H  1.095  1.978  -0.200  0.252
H  -0.369  1.143  -0.713  0.242
H  2.510  0.122  -0.500  0.207
H  1.538  0.285  -1.908  0.205
H  1.959  -1.952  -0.956  0.401
H  0.350  -1.313  0.825  0.466
H  0.360  -1.666  -1.267  0.371
H  -0.441  -0.981  2.349  0.431
H  -1.244  -0.749  0.936  0.440
H  -2.305  0.025  -1.657  0.483
H  -3.177  1.062  -0.947  0.500
O  -2.455  0.435  -0.795  -0.974

---

Q | 2 unconnected molecules or ions with the total composition C3H13N2O, computed with ωB97M-V with the def2-TZVPD basis set.

Summary:
Charge: +1
Gap between HOMO and LUMO: 11.11 eV

Last column: natural (NBO) charge in e.
Cartesian coordinates (Å):
C  1.130  -0.025  2.848  -0.633
C  0.515  -0.217  1.470  -0.218
N  0.240  1.092  0.788  -0.713
H  1.128  -0.981  3.366  0.254
H  2.154  0.354  2.776  0.226
H  0.573  0.707  3.441  0.221
H  1.185  -0.765  0.811  0.219
H  -0.437  -0.736  1.523  0.220
H  -0.444  1.626  1.318  0.423
H  -0.113  0.916  -0.226  0.462
H  1.087  1.656  0.738  0.422
N  -0.505  0.544  -1.823  -0.859
C  -0.969  -0.806  -2.085  0.093
O  -1.111  -0.956  -3.472  -0.715
H  0.304  0.727  -2.412  0.393
H  -1.217  1.201  -2.128  0.393
H  -0.244  -1.515  -1.684  0.156
H  -1.923  -0.953  -1.575  0.164
H  -1.352  -1.869  -3.675  0.489

---

Energies relative to the most stable structure are P 0.0; Q 5.2, reported in kcal/mol.

---

P | C4H5N3S in the gas phase, computed with ωB97M-V with the def2-TZVPD basis set.

Summary:
Gap between HOMO and LUMO: 9.88 eV
SMILES: N#CC1=NNC[C@H]1S

Last column: natural (NBO) charge in e.
Cartesian coordinates (Å):
N  -2.948  -1.562  -0.072  -0.265
C  -1.858  -1.137  -0.044  0.249
C  -0.518  -0.721  -0.022  0.041
N  0.423  -1.514  -0.298  -0.135
N  1.626  -0.922  -0.031  -0.417
C  1.352  0.528  -0.067  -0.252
C  -0.080  0.576  0.483  -0.376
S  -1.128  1.885  -0.244  -0.044
H  2.301  -1.092  -0.827  0.376
H  1.322  1.005  -1.051  0.197
H  2.074  1.070  0.524  0.220
H  -0.112  0.515  1.546  0.234
H  -2.454  1.369  0.103  0.173

---

Q | C4H5N3S in the gas phase, computed with ωB97M-V with the def2-TZVPD basis set.

Summary:
Gap between HOMO and LUMO: 8.00 eV
SMILES: C=C1N=CNN1C=S

Last column: natural (NBO) charge in e.
Cartesian coordinates (Å):
C  -1.232  1.758  0.008  -0.490
C  -0.760  0.472  -0.106  0.284
N  -1.585  -0.650  -0.136  -0.488
C  -0.932  -1.747  0.002  0.271
N  0.436  -1.514  -0.129  -0.440
N  0.574  -0.062  -0.214  -0.239
C  1.751  0.495  -0.069  -0.072
S  3.260  -0.114  -0.036  -0.127
H  -2.359  1.896  0.151  0.244
H  -0.582  2.646  0.071  0.215
H  -1.318  -2.780  0.296  0.229
H  1.211  -1.932  0.275  0.418
H  1.537  1.532  -0.113  0.195

---

R | C4H5N3S in the gas phase, computed with ωB97M-V with the def2-TZVPD basis set.

Summary:
Gap between HOMO and LUMO: 8.05 eV
SMILES: Cc1cc(=S)nn[nH]1

Last column: natural (NBO) charge in e.
Cartesian coordinates (Å):
C  -1.511  -0.959  -0.067  -0.660
C  -0.373  -0.041  0.064  0.142
C  0.847  -0.554  0.102  -0.296
C  1.974  0.266  0.023  -0.007
S  3.573  -0.150  0.047  -0.062
N  1.585  1.664  -0.218  -0.239
N  0.437  2.174  0.053  0.055
N  -0.528  1.306  0.093  -0.349
H  -1.197  -2.101  -0.668  0.263
H  -2.319  -0.328  -0.758  0.236
H  -2.018  -1.430  1.046  0.260
H  1.082  -1.582  -0.173  0.241
H  -1.552  1.734  0.454  0.416

---

Energies relative to the most stable structure are P 0.0; Q 7.9; R 59.1, reported in kcal/mol.